1.
ORCA calculation (the ωB97M-V functional and the def2-TZVPD basis) on a molecular structure, C20H19F17N2O4S.

```
63
Properties=species:S:1:pos:R:3
C 1.240 0.301 -1.606
C 2.198 -0.502 -0.758
O 1.547 -1.587 -0.057
C 0.781 -1.138 0.990
C -0.623 -1.025 0.795
C -1.455 -0.594 1.782
C -2.940 -0.443 1.555
O -3.437 -1.312 0.570
C -3.590 -0.759 -0.725
C -0.863 -0.293 3.039
N -1.510 0.110 4.141
S -0.421 0.296 5.291
N 0.923 -0.096 4.492
C 0.528 -0.404 3.258
C 1.351 -0.826 2.186
F 2.679 -0.924 2.338
H 0.547 0.835 -0.959
H 1.774 1.053 -2.180
H 0.681 -0.318 -2.302
H 2.972 -0.955 -1.368
H 2.652 0.142 -0.009
H -0.997 -1.305 -0.174
H -3.138 0.606 1.330
H -3.459 -0.661 2.486
H -2.847 -1.158 -1.420
H -3.510 0.321 -0.754
H -4.562 -1.061 -1.108
C -5.980 5.619 -2.245
C -4.970 6.567 -1.574
C -3.483 6.304 -1.820
F -3.108 5.100 -1.341
F -2.759 7.249 -1.176
F -5.216 6.627 -0.248
F -5.214 7.806 -2.086
O -6.536 4.584 -1.450
C -5.917 3.366 -1.324
C -5.528 3.083 0.128
F -4.671 4.013 0.586
F -4.910 1.877 0.190
F -4.863 3.242 -2.153
F -6.814 2.421 -1.682
H -6.835 6.249 -2.484
H -5.610 5.243 -3.199
H -3.252 6.358 -2.887
H -6.413 3.071 0.767
C 4.446 -4.297 0.345
C 5.190 -4.348 1.691
C 6.084 -3.160 2.052
F 7.097 -3.018 1.175
F 6.624 -3.376 3.275
F 5.890 -5.500 1.781
F 4.228 -4.390 2.655
O 4.999 -5.025 -0.742
C 5.941 -4.475 -1.574
C 7.259 -5.251 -1.525
F 7.773 -5.239 -0.281
F 8.149 -4.662 -2.356
F 6.125 -3.163 -1.338
F 5.469 -4.584 -2.837
H 3.496 -4.794 0.530
H 4.191 -3.276 0.061
H 5.501 -2.236 2.088
H 7.100 -6.285 -1.836
```

Computed properties:
- HOMO level: -8.86 eV

---

2.
ORCA calculation (the ωB97M-V functional and the def2-TZVPD basis) on a molecular structure, C20H19F4IrN5S2.

```
51
Properties=species:S:1:pos:R:3
Ir -0.935 -0.335 -0.018
C -0.841 -1.652 2.618
N -0.595 -0.325 2.014
C -1.444 0.669 2.720
C 0.844 0.088 2.150
C 1.710 -0.673 1.176
N 1.061 -0.506 -0.107
C 1.619 -0.764 -1.319
C 0.838 -0.526 -2.460
F -0.474 -0.130 -2.253
C 1.276 -0.741 -3.743
F 0.456 -0.476 -4.759
C 2.542 -1.245 -3.978
C 3.317 -1.540 -2.875
F 4.524 -2.080 -3.040
C 2.878 -1.316 -1.580
F 3.677 -1.674 -0.553
H -0.676 -1.597 3.696
H -0.170 -2.391 2.190
H -1.869 -1.948 2.425
H -1.178 0.679 3.779
H -2.489 0.389 2.611
H -1.286 1.655 2.304
H 1.180 -0.056 3.180
H 0.877 1.151 1.919
H 1.768 -1.731 1.469
H 2.732 -0.293 1.203
H 2.898 -1.430 -4.981
S -3.337 0.172 -0.172
C -2.602 1.723 -0.180
N -1.297 1.700 -0.077
C -0.719 2.965 -0.058
C 0.636 3.263 0.040
C 1.010 4.593 0.064
C 0.055 5.611 -0.014
C -1.293 5.318 -0.122
C -1.673 3.982 -0.141
S -3.284 3.301 -0.254
H 1.363 2.461 0.078
H 2.058 4.854 0.137
H 0.374 6.644 0.008
H -2.030 6.107 -0.194
N -0.695 -4.491 -0.544
C -2.018 -4.417 -0.180
C -2.276 -3.101 0.012
N -1.123 -2.379 -0.235
C -0.186 -3.252 -0.565
H -0.191 -5.333 -0.771
H -2.647 -5.284 -0.092
H -3.196 -2.621 0.296
H 0.834 -3.021 -0.822
```

Computed properties:
- Net charge: +1
- Energy relative to the best compared isomer or geometry (same formula, charge and spin): 0.0 kJ/mol
- HOMO level: -10.43 eV

---

3.
ORCA calculation (the ωB97M-V functional and the def2-TZVPD basis) on a molecular structure, C20H19F7N4O6PPtS4 at a distorted geometry.

```
62
Properties=species:S:1:pos:R:3
Pt -0.068 0.722 0.066
C -1.480 3.532 -3.271
C -0.687 2.630 -2.384
S -1.398 1.323 -1.731
C 0.703 2.893 -2.092
C 1.416 4.068 -2.681
S 1.520 1.885 -1.119
H -2.451 3.097 -3.496
H -0.954 3.746 -4.204
H -1.629 4.479 -2.741
H 0.894 4.982 -2.383
H 1.415 4.019 -3.773
H 2.444 4.113 -2.329
O -4.561 -0.588 -0.122
C -4.386 -1.910 0.019
C -5.528 -2.709 -0.019
C -5.428 -4.073 0.143
C -4.187 -4.684 0.343
C -3.053 -3.911 0.372
C -3.124 -2.519 0.183
C -1.909 -1.719 0.185
O -1.972 -0.458 0.106
N -0.731 -2.421 0.272
N 0.366 -1.712 0.199
C 1.407 -2.251 0.823
S 1.195 -3.562 1.922
C 2.890 -3.429 2.555
C 3.769 -3.092 1.372
S 2.986 -1.692 0.533
H -3.710 -0.144 0.041
H -6.484 -2.221 -0.154
H -6.326 -4.678 0.123
H -4.123 -5.754 0.483
H -2.085 -4.352 0.556
H 3.159 -4.380 3.011
H 2.903 -2.634 3.301
H 3.826 -3.921 0.666
H 4.769 -2.780 1.669
F -0.453 -0.183 2.508
P -1.648 -0.420 3.666
F -1.147 0.948 4.386
F -2.789 -0.626 4.753
F -2.631 0.467 2.731
F -0.586 -1.263 4.517
F -2.091 -1.754 2.870
F -2.219 3.441 0.537
C -0.971 3.683 0.973
C -0.446 2.977 1.981
N 0.807 3.232 2.479
C 1.449 2.250 3.354
C 1.996 1.066 2.564
O 2.678 0.252 3.146
O 1.734 1.081 1.279
C 1.601 4.224 1.940
O 2.731 4.460 2.301
N 0.990 4.960 0.930
C -0.250 4.758 0.341
O -0.627 5.433 -0.605
H -1.038 2.231 2.502
H 0.731 1.885 4.084
H 2.289 2.716 3.857
H 1.559 5.701 0.546
```

Computed properties:
- Energy relative to the best compared isomer or geometry (same formula, charge and spin): 89.5 kJ/mol
- Multiplicity: 2
- HOMO level (spin up / spin down): -8.44 / -8.65 eV

---

4.
ORCA calculation (the ωB97M-V functional and the def2-TZVPD basis) on a single C20H19FN4O2 molecule at a distorted geometry.

```
46
Properties=species:S:1:pos:R:3
O -2.881 0.189 3.369
F 1.596 0.327 0.264
N 5.439 -1.443 -2.447
N -1.391 -3.381 0.621
O -2.018 3.979 -0.519
C -2.892 -0.964 2.987
C 5.483 -0.157 -2.802
C -2.095 -2.838 1.622
C 4.297 -1.880 -1.868
C 4.446 0.747 -2.579
C 3.280 0.300 -1.978
C 1.510 -2.877 -1.387
C -1.941 -1.509 1.979
C 3.154 -1.049 -1.638
C 1.899 -1.584 -1.046
C 0.369 -3.445 -0.852
C 1.129 -0.885 -0.091
C -0.922 -0.758 1.353
C -0.384 -2.734 0.073
C -0.068 -1.417 0.434
N -4.030 -1.619 3.294
N -0.830 0.591 1.635
C -0.644 3.906 -0.063
C -2.549 2.714 -0.984
C -0.529 2.907 1.098
C -2.456 1.718 0.135
C -0.994 1.566 0.558
H 6.383 0.206 -3.286
H -2.841 -3.505 2.079
H 4.261 -2.924 -1.572
H 4.559 1.750 -2.914
H 2.458 1.050 -1.839
H 2.047 -3.441 -2.158
H 0.032 -4.419 -1.102
H -4.126 -2.618 3.056
H -4.587 -1.230 4.011
H -1.389 0.826 2.460
H 0.040 3.619 -0.883
H -0.347 4.913 0.301
H -3.591 2.801 -1.247
H -1.954 2.299 -1.833
H -1.120 3.250 1.938
H 0.512 2.872 1.399
H -3.019 2.053 0.999
H -2.863 0.778 -0.242
H -0.435 1.315 -0.335
```

Computed properties:
- Energy relative to the best compared isomer or geometry (same formula, charge and spin): 60.3 kJ/mol
- HOMO level: -8.11 eV

---

5.
ORCA calculation (the ωB97M-V functional and the def2-TZVPD basis) on a molecular structure, C20H19IN2Os at a distorted geometry.

```
43
Properties=species:S:1:pos:R:3
C -3.674 2.393 -1.665
C -2.645 3.542 -1.761
H -3.588 1.746 -2.547
H -4.707 2.763 -1.656
H -3.509 1.774 -0.775
H -1.652 3.190 -2.048
H -2.959 4.296 -2.500
H -2.550 4.047 -0.793
C 0.178 -2.910 -1.566
C 0.746 -3.945 -2.301
C 2.103 -3.865 -2.653
C 2.843 -2.758 -2.261
H -0.836 -2.954 -1.166
H 0.117 -4.794 -2.569
H 2.552 -4.677 -3.231
H 3.931 -2.702 -2.381
N 0.838 -1.723 -1.438
C 2.171 -1.649 -1.729
C 2.754 -0.368 -1.438
N 1.859 0.554 -0.992
C 2.291 1.747 -0.512
C 4.545 1.224 -1.227
C 3.626 2.123 -0.656
H 1.511 2.370 -0.050
H 3.928 3.107 -0.300
C 4.109 -0.052 -1.549
H 4.786 -0.857 -1.848
H 5.582 1.523 -1.354
Os -0.116 0.096 -1.434
I -2.063 -0.257 -2.909
C -0.598 -0.089 0.277
C -0.795 -0.079 1.536
C -1.154 -0.173 2.871
C -1.713 -1.402 3.317
C -2.437 -1.427 4.501
C -2.566 -0.266 5.289
C -1.789 0.866 4.974
C -1.060 0.923 3.785
H -1.628 -2.271 2.664
H -2.940 -2.340 4.804
H -3.249 -0.241 6.151
H -1.770 1.722 5.645
H -0.473 1.791 3.494
```

Computed properties:
- Net charge: +2
- Energy relative to the best compared isomer or geometry (same formula, charge and spin): 0.0 kJ/mol
- Multiplicity: 5
- HOMO level (spin up / spin down): -12.89 / -14.08 eV

---

6.
ORCA calculation (the ωB97M-V functional and the def2-TZVPD basis) on a molecular structure, C20H19N2NiO4.

```
46
Properties=species:S:1:pos:R:3
Ni 0.106 0.297 -0.462
C -3.088 2.761 0.653
C -2.436 1.570 0.021
O -1.164 1.755 -0.270
C -3.153 0.444 -0.225
C -2.456 -0.741 -0.772
C -2.706 -1.115 -2.212
N -1.663 -1.506 -0.097
N -1.742 -1.435 1.292
C -0.838 -0.799 1.934
O 0.114 -0.052 1.459
C -0.876 -0.933 3.432
C 0.035 -0.207 4.190
C 0.036 -0.301 5.581
C -0.876 -1.126 6.225
C -1.790 -1.855 5.469
C -1.791 -1.759 4.084
H -2.897 3.657 0.054
H -2.640 2.921 1.640
H -4.162 2.615 0.768
H -4.216 0.400 -0.013
H -3.759 -0.930 -2.441
H -2.462 -2.165 -2.390
H -2.111 -0.497 -2.880
H 0.741 0.427 3.666
H 0.753 0.270 6.161
H -0.876 -1.201 7.309
H -2.505 -2.502 5.966
H -2.495 -2.318 3.478
C 0.894 0.400 -4.710
C 1.243 0.226 -3.250
O 0.286 0.091 -2.485
C 2.621 0.204 -2.826
C 3.660 0.294 -3.786
C 4.979 0.300 -3.435
C 5.314 0.217 -2.061
C 4.348 0.131 -1.102
C 2.950 0.115 -1.431
O 2.098 0.020 -0.482
H -0.189 0.440 -4.802
H 1.275 -0.433 -5.304
H 1.329 1.323 -5.099
H 3.405 0.349 -4.838
H 5.752 0.365 -4.192
H 6.359 0.220 -1.769
H 4.592 0.062 -0.048
```

Computed properties:
- Net charge: -1
- Multiplicity: 3
- HOMO level (spin up / spin down): -4.25 / -4.27 eV

---

7.
ORCA calculation (the ωB97M-V functional and the def2-TZVPD basis) on a single C20H19N3O3 molecule at a distorted geometry.

```
45
Properties=species:S:1:pos:R:3
C 2.944 3.619 -4.830
C 3.254 2.583 -3.795
N 3.365 1.328 -4.213
C 3.634 0.380 -3.342
C 3.810 0.614 -1.977
C 3.697 1.926 -1.529
C 3.418 2.917 -2.455
H 3.323 3.944 -2.134
H 3.817 2.188 -0.489
O 4.081 -0.481 -1.201
C 4.224 -0.302 0.184
C 2.945 0.104 0.846
C 1.646 0.063 0.427
C 0.925 0.602 1.528
N 1.743 0.916 2.497
O 2.994 0.610 2.088
C -0.547 0.833 1.604
O -1.041 1.883 1.945
N -1.258 -0.246 1.205
H -0.784 -1.108 0.983
C -2.702 -0.282 1.229
C -3.249 -1.394 2.085
C -2.816 -1.806 3.329
C -3.468 -2.870 3.937
C -4.530 -3.498 3.309
C -4.965 -3.077 2.059
C -4.315 -2.023 1.449
C -4.591 -1.381 0.122
H -5.461 -0.724 0.207
H -4.799 -2.111 -0.661
C -3.320 -0.565 -0.156
H -2.616 -1.167 -0.735
H -3.521 0.349 -0.710
H -5.794 -3.570 1.572
H -5.026 -4.324 3.795
H -3.144 -3.210 4.910
H -1.990 -1.309 3.816
H -3.017 0.695 1.615
H 1.266 -0.266 -0.517
H 4.541 -1.280 0.564
H 5.009 0.428 0.425
H 3.717 -0.626 -3.729
H 2.850 3.142 -5.800
H 3.737 4.363 -4.871
H 2.014 4.130 -4.588
```

Computed properties:
- Energy relative to the best compared isomer or geometry (same formula, charge and spin): 334.6 kJ/mol
- HOMO level: -8.91 eV

---

8.
ORCA calculation (the ωB97M-V functional and the def2-TZVPD basis) on a single C20H19N3O3S molecule at a distorted geometry.

```
46
Properties=species:S:1:pos:R:3
C -0.522 -5.267 2.008
C -0.999 -4.311 0.960
C -1.626 -3.124 1.332
C -2.078 -2.236 0.373
C -1.896 -2.538 -0.963
C -1.289 -3.714 -1.359
C -0.845 -4.600 -0.393
H -0.369 -5.523 -0.691
H -1.181 -3.915 -2.413
S -2.424 -1.370 -2.202
O -3.443 -0.519 -1.654
O -2.704 -2.050 -3.430
N -1.024 -0.414 -2.492
C -0.473 0.095 -1.304
C -0.760 1.365 -0.807
C -0.211 1.787 0.387
C 0.638 0.951 1.108
C 0.923 -0.318 0.614
C 0.389 -0.735 -0.587
H 0.635 -1.707 -0.986
H 1.575 -0.967 1.180
C 1.160 1.341 2.444
O 1.113 0.598 3.403
N 1.648 2.613 2.586
C 2.027 3.544 1.622
C 2.498 3.188 0.358
C 2.858 4.193 -0.523
C 2.752 5.514 -0.113
N 2.342 5.857 1.096
C 1.996 4.906 1.937
H 1.673 5.235 2.917
H 3.016 6.332 -0.768
H 3.227 3.949 -1.507
H 2.590 2.151 0.078
H 1.794 2.892 3.549
H -0.465 2.763 0.774
H -1.434 2.013 -1.343
C -1.333 0.527 -3.553
H -0.463 1.154 -3.740
H -1.562 -0.065 -4.436
H -2.202 1.151 -3.319
H -2.570 -1.315 0.640
H -1.752 -2.894 2.379
H -0.067 -4.731 2.837
H -1.365 -5.835 2.401
H 0.199 -5.970 1.598
```

Computed properties:
- Energy relative to the best compared isomer or geometry (same formula, charge and spin): 198.8 kJ/mol
- HOMO level: -8.93 eV

---

9.
ORCA calculation (the ωB97M-V functional and the def2-TZVPD basis) on a single C20H19N3O5 molecule at a distorted geometry.

```
47
Properties=species:S:1:pos:R:3
C -8.840 -0.406 -0.604
H -9.615 -1.039 -0.857
O -7.664 -1.210 -0.515
C -6.523 -0.826 -0.309
C -6.243 0.383 -0.367
C -5.018 0.879 0.055
C -4.042 -0.098 0.316
C -4.279 -1.307 -0.045
C -5.609 -1.708 -0.226
H -5.769 -2.826 -0.201
H -3.530 -1.863 0.186
N -2.713 0.534 0.267
C -1.866 -0.362 1.257
C -0.581 0.207 1.625
N 0.035 1.035 0.683
C -0.657 1.678 -0.089
O 0.036 2.361 -0.850
C -2.081 1.337 -0.369
O -2.559 2.048 -1.400
C 1.432 1.312 1.105
H 1.685 2.117 0.273
H 1.561 1.581 2.193
C 2.250 0.128 0.626
O 1.685 -1.034 0.703
N 3.546 0.474 0.059
C 4.666 -0.540 -0.092
C 4.431 -2.111 -0.260
C 5.536 -2.548 -0.670
C 6.657 -2.170 -0.732
C 6.947 -0.807 -0.600
C 5.856 0.137 -0.341
O 5.873 1.358 -0.215
C 7.157 2.081 -0.301
H 6.912 2.967 -0.148
H 7.422 1.853 -1.354
H 7.950 1.887 0.393
H 7.914 -0.331 -1.009
H 7.577 -2.720 -0.874
H 5.346 -3.727 -0.757
H 3.335 -2.237 -0.004
H 3.929 1.191 0.511
H -0.163 -0.278 2.602
H -2.522 -0.932 2.006
H -4.781 1.877 0.076
H -7.137 1.374 -0.402
H -8.569 0.162 -1.578
H -8.974 0.116 0.233
```

Computed properties:
- Energy relative to the best compared isomer or geometry (same formula, charge and spin): 1736.5 kJ/mol
- HOMO level: -8.24 eV

---

Q: What is the formula in the third record?
A: C20H19F7N4O6PPtS4